(1)
# C3H8N3S2

2 unconnected molecules or ions with the total composition C3H8N3S2 in a non-equilibrium geometry (ωB97M-V with the def2-TZVPD basis set, the Open Molecules 2025 dataset).

Strongest force on any atom ... 0.092 Eh/bohr
Energy above the lowest of the compared OMol25 structures with the same formula, charge and spin ... 4.515 eV
Charge ... +1
HOMO energy ... -0.4829 hartree

Last column: Mulliken charge in e.
Positions of all 16 atoms, in Å:
S  -0.4490  1.0380  -2.5035  -0.05
S  -0.7099  -1.8385  2.1073  -0.09
N  -0.3033  -0.5404  0.9859  -0.12
N  -0.1776  0.6467  -0.8306  -0.09
N  -2.2683  -1.3269  -1.2298  -0.50
C  0.8891  0.3007  1.2061  -0.45
C  -0.8402  -0.2676  -0.1825  0.47
C  0.8529  1.2727  -0.0671  -0.55
H  -2.0381  -2.3006  -0.9290  0.28
H  0.7338  2.2841  0.0963  0.36
H  -1.0207  -0.1350  -2.6930  0.22
H  -3.0921  -0.8234  -0.8468  0.29
H  -1.5240  -1.2673  2.9111  0.18
H  1.8298  -0.1608  1.4571  0.38
H  1.7650  1.1594  -0.6134  0.33
H  0.5819  0.8689  2.0367  0.33

=====

(2)
# C3H8N4

C3H8N4 in the gas phase in a non-equilibrium geometry (ωB97M-V with the def2-TZVPD basis set, the Open Molecules 2025 dataset).

Strongest force on any atom ... 0.028 Eh/bohr
Energy above the lowest of the compared OMol25 structures with the same formula, charge and spin ... 3.112 eV
HOMO energy ... -0.2481 hartree

Last column: Mulliken charge in e.
Positions of all 15 atoms, in Å:
N  -1.9690  -0.6022  -0.1502  -0.42
N  0.4394  0.2257  -2.0539  -0.57
N  2.0582  1.3391  0.6783  -0.80
N  0.1092  -0.2097  1.4684  -0.36
C  -0.6168  -0.8175  0.0247  0.15
C  0.3415  0.0845  -0.6538  -0.15
C  1.0499  0.6075  0.4034  0.12
H  0.3116  1.1865  -2.3499  0.24
H  -2.2272  0.2430  -0.6377  0.25
H  1.3212  -0.0974  -2.4388  0.24
H  0.6360  -0.8307  2.0834  0.30
H  -2.6053  -1.3811  -0.0741  0.21
H  -0.5155  0.4277  1.9537  0.30
H  2.0617  1.7123  1.6214  0.20
H  -0.3949  -1.8879  0.1252  0.30

=====

(3)
# C3H8N4O

A molecular structure, C3H8N4O (ωB97M-V with the def2-TZVPD basis set, the Open Molecules 2025 dataset).

Strongest force on any atom ... 0.004 Eh/bohr
Energy above the lowest of the compared OMol25 structures with the same formula, charge and spin ... 3.102 eV
HOMO energy ... -0.2500 hartree

Last column: Mulliken charge in e.
Positions of all 16 atoms, in Å:
O  1.6835  0.0175  -1.3862  -0.72
N  -1.5571  -0.7050  1.6928  -0.79
N  2.5221  -1.9809  -0.8753  -0.34
N  -2.1233  1.6617  0.7408  -0.33
N  -0.2765  1.5209  -0.6837  -0.29
C  -1.0602  1.0402  0.2442  0.35
C  -0.7229  -0.3405  0.7950  0.09
C  1.5863  -1.0275  -0.6811  -0.14
H  0.4302  -0.9266  0.2039  0.52
H  3.2649  -1.8563  -1.5571  0.24
H  -2.4391  2.5725  0.4535  0.18
H  0.5932  0.9170  -1.0332  0.30
H  2.4964  -2.8331  -0.3441  0.20
H  -0.4567  2.4323  -1.0822  0.18
H  -1.3213  -1.6304  2.0542  0.25
H  -2.6194  1.1382  1.4586  0.28

=====

(4)
# C3H8N4O

C3H8N4O in the gas phase in a non-equilibrium geometry (ωB97M-V with the def2-TZVPD basis set, the Open Molecules 2025 dataset).

Strongest force on any atom ... 0.025 Eh/bohr
Energy above the lowest of the compared OMol25 structures with the same formula, charge and spin ... 4.052 eV
HOMO energy ... -0.2973 hartree

Last column: Mulliken charge in e.
Positions of all 16 atoms, in Å:
O  2.1813  0.5222  0.0068  -0.81
N  0.2477  0.4630  -2.0309  -0.45
N  0.3776  0.3058  1.5515  -0.59
N  1.3320  -1.5754  0.4511  -0.62
N  -2.5340  0.4525  0.1618  -0.40
C  1.1405  -0.1267  0.3224  0.78
C  -1.2548  0.3565  -0.0904  0.00
C  -0.1680  0.2115  -0.7683  0.22
H  0.5777  -0.3022  2.3402  0.22
H  -3.1181  -0.3750  0.1749  0.24
H  0.5956  1.2827  1.7280  0.23
H  -2.8930  1.2308  0.7006  0.26
H  2.0831  -1.8615  -0.1626  0.25
H  -0.3181  1.0136  -2.6571  0.21
H  1.2594  0.5379  -2.1019  0.24
H  0.4910  -2.1358  0.3738  0.22

=====

no.,Kohn-Sham gap (eV)
1,8.242
2,7.538
3,7.551
4,8.473